Record 1
This record from OMol25 describes a single C2H8N2 molecule at a distorted geometry. The level of theory is the ωB97M-V functional and the def2-TZVPD basis.

```
12
Properties=species:S:1:pos:R:3
N 0.723 0.841 -1.608
C -0.262 0.411 -0.612
C 0.295 -0.285 0.707
N -0.844 -0.920 1.385
H 1.505 1.329 -1.213
H 1.037 -0.028 -2.164
H -0.878 -0.366 -1.070
H -0.973 1.306 -0.336
H 0.786 0.453 1.381
H 0.931 -1.076 0.380
H -0.453 -1.642 2.065
H -1.309 -0.178 1.945
```

Its SMILES is NCCN. As for the orbital gap: 10.056 eV. The calculation puts the HOMO energy at -0.32811 Eh.

Results of the natural (NBO) charge analysis, in e, for atoms 1 through 5: -0.845 -0.218 -0.237 -0.839 0.356

Record 2
This record from OMol25 describes C18H47N3O9OsP2SSi as an isolated structure. The level of theory is the ωB97M-V functional and the def2-TZVPD basis.

```
82
Properties=species:S:1:pos:R:3
Os 0.449 1.636 0.460
N 2.762 4.610 2.406
C 2.546 4.425 0.909
C 3.173 5.586 0.159
P 3.470 2.760 0.522
O 4.270 3.383 -1.727
O 2.366 1.775 1.077
O 3.167 2.695 -1.097
P 0.754 4.233 0.680
O 0.141 5.665 0.857
O 0.253 3.323 1.816
O 0.461 3.496 -0.624
H 3.763 4.557 2.624
H 2.273 3.869 2.924
H 2.418 5.515 2.738
H 4.253 5.615 0.327
H 2.744 6.546 0.450
H 3.026 5.449 -0.912
H 4.448 2.790 -2.473
H -0.303 6.124 0.131
C -4.467 2.030 -0.552
C -3.964 1.532 0.803
C -4.802 0.351 1.277
C -3.998 2.647 1.845
N -2.572 0.996 0.727
N -1.633 1.947 0.204
H -5.486 2.402 -0.454
H -4.479 1.225 -1.290
H -3.874 2.860 -0.945
H -5.840 0.657 1.394
H -4.440 -0.020 2.236
H -4.778 -0.465 0.551
H -5.030 2.932 2.041
H -3.493 3.560 1.512
H -3.548 2.314 2.781
H -2.560 0.203 0.086
H -1.828 2.826 0.688
H -1.793 2.140 -0.788
C 0.001 -0.366 2.049
C 0.769 -1.694 2.082
C 1.973 -1.604 3.002
C -0.166 -2.826 2.473
O 1.290 -1.918 0.764
Si 0.644 -1.814 -0.711
S 0.668 0.355 -1.267
O -0.931 -2.143 -0.709
C -1.862 -2.682 -1.706
C -1.866 -4.192 -1.543
C -3.215 -2.090 -1.354
C -1.434 -2.268 -3.104
O 1.569 -2.433 -1.841
C 2.676 -3.388 -1.965
C 3.127 -3.290 -3.410
C 3.786 -2.983 -1.010
C 2.133 -4.769 -1.641
H -0.232 0.015 3.041
H -0.911 -0.462 1.474
H 0.826 0.310 1.645
H 1.655 -1.455 4.034
H 2.624 -0.779 2.704
H 2.547 -2.528 2.949
H -0.573 -2.649 3.470
H 0.384 -3.767 2.494
H -0.989 -2.913 1.765
H -2.187 -4.469 -0.538
H -0.870 -4.598 -1.717
H -2.549 -4.646 -2.261
H -3.443 -2.269 -0.302
H -3.999 -2.550 -1.956
H -3.231 -1.016 -1.560
H -0.456 -2.673 -3.358
H -1.402 -1.179 -3.195
H -2.156 -2.640 -3.832
H 3.477 -2.282 -3.633
H 2.307 -3.535 -4.086
H 3.944 -3.988 -3.593
H 4.095 -1.954 -1.202
H 4.649 -3.631 -1.163
H 3.468 -3.070 0.028
H 1.344 -5.047 -2.340
H 1.741 -4.802 -0.621
H 2.929 -5.510 -1.718
```

As for the orbital gap (spin up / spin down): 6.788 / 6.789 eV. As for the charge: +2. The calculation puts the HOMO energy (spin up / spin down) at -0.54079 / -0.54082 Eh.

Results of the Löwdin charge analysis, in e, for atoms 1 through 5: 1.157 0.181 -0.588 -0.072 0.898

Record 3
This record from OMol25 describes an isolated ion of composition C2H8N4 and charge +2 at a distorted geometry. The level of theory is the ωB97M-V functional and the def2-TZVPD basis.

```
14
Properties=species:S:1:pos:R:3
C -0.795 0.460 0.209
C -3.057 -0.254 -0.004
N -1.796 -0.408 -0.165
N 0.494 0.413 0.127
N 1.294 -0.487 -0.245
N 2.633 -0.319 0.008
H -1.174 1.398 0.673
H -3.286 0.757 0.378
H -3.850 -0.848 -0.366
H 0.962 1.099 0.689
H -1.421 -1.216 -0.607
H 2.790 -0.477 1.043
H 3.058 0.658 -0.039
H 3.227 -0.686 -0.673
```

As for the orbital gap (spin up / spin down): 7.999 / 7.997 eV. As for the charge: +2. The calculation puts the HOMO energy (spin up / spin down) at -0.66260 / -0.66253 Eh.

Results of the natural (NBO) charge analysis, in e, for atoms 1 through 5: 0.128 0.178 -0.417 -0.164 -0.201

Record 4
This record from OMol25 describes a 2-piece molecular cluster, CH3N2OPS overall at a distorted geometry. The level of theory is the ωB97M-V functional and the def2-TZVPD basis.

```
9
Properties=species:S:1:pos:R:3
C -0.458 0.664 3.115
N -1.348 1.175 2.602
N 0.935 0.594 0.033
O -1.657 1.065 0.026
P -0.282 1.214 -0.699
S -0.260 2.071 -2.422
H 1.846 0.807 -0.350
H 0.324 0.049 3.356
H -1.576 0.975 1.043
```

As for the orbital gap: 9.686 eV. The calculation puts the HOMO energy at -0.34048 Eh.

Results of the natural (NBO) charge analysis, in e, for atoms 1 through 5: 0.216 -0.384 -1.262 -0.982 1.764

Record 5
This record from OMol25 describes a 11-piece molecular cluster, C5H34N2O11 overall at a distorted geometry. The level of theory is the ωB97M-V functional and the def2-TZVPD basis.

```
52
Properties=species:S:1:pos:R:3
C 1.582 2.568 1.407
C 0.719 1.774 0.414
O -0.345 1.060 1.063
C 1.557 0.743 -0.358
C 1.740 0.948 -1.821
N 0.506 0.768 -2.595
C 0.717 0.225 -3.929
N -0.520 -0.249 -4.537
H 2.333 3.122 0.827
H 1.080 3.283 2.045
H 2.152 1.769 1.889
H 0.242 2.400 -0.345
H -1.165 1.536 0.859
H 2.545 0.580 0.124
H 1.194 -0.275 -0.131
H 2.514 0.265 -2.211
H 2.211 1.924 -2.043
H 0.023 1.659 -2.675
H 1.210 0.906 -4.643
H 1.325 -0.691 -3.841
H -0.771 -1.170 -4.210
H -1.328 0.352 -4.480
O 2.421 -2.575 1.739
H 2.452 -1.662 2.130
H 3.057 -2.994 2.349
O 2.361 -0.296 3.441
H 3.030 -0.874 3.837
H 1.480 -0.379 3.850
O -0.871 -4.398 -0.633
H -1.800 -4.235 -0.384
H -0.541 -3.553 -0.993
O -0.036 0.677 3.858
H -0.200 0.678 2.882
H 0.723 1.282 3.914
O -2.390 1.126 -2.066
H -1.492 0.746 -2.140
H -2.871 0.357 -1.718
O -0.485 3.751 -2.136
H -1.024 3.965 -1.359
H -0.523 4.499 -2.738
O -2.169 -2.541 2.985
H -1.492 -3.225 2.795
H -1.841 -1.685 2.755
O -3.362 -3.217 0.687
H -4.100 -3.691 1.103
H -2.991 -2.750 1.490
O -2.190 2.935 -0.076
H -3.023 3.426 -0.121
H -2.157 2.306 -0.844
O -0.085 -3.764 1.809
H 0.808 -3.372 1.900
H -0.208 -4.032 0.874
```

Its SMILES is C[C@H](O)CCNCN.O.O.O.O.O.O.O.O.O.O. As for the orbital gap: 9.586 eV. The calculation puts the HOMO energy at -0.34439 Eh.

Results of the natural (NBO) charge analysis, in e, for atoms 1 through 5: -0.647 0.085 -0.778 -0.440 -0.222

Record 6
This record from OMol25 describes C7H20F6MgNO9S2 as an isolated structure at a distorted geometry. The level of theory is the ωB97M-V functional and the def2-TZVPD basis.

```
46
Properties=species:S:1:pos:R:3
Mg -0.197 0.247 0.318
C -0.997 -0.142 -3.605
F -2.164 -0.353 -3.016
F -1.044 -0.573 -4.842
F -0.759 1.174 -3.614
S 0.401 -0.973 -2.605
O 0.690 -2.219 -3.274
O 1.467 0.001 -2.534
N -0.291 -1.088 -0.983
S -1.004 -2.536 -0.817
O -1.802 -2.577 0.378
O -1.686 -2.945 -2.022
C 0.402 -3.760 -0.457
F 0.118 -4.961 -0.915
F 1.558 -3.386 -0.969
F 0.448 -3.866 0.869
C 1.521 -1.589 2.261
O 0.343 -0.828 1.939
H 2.008 -1.911 1.348
H 2.187 -1.004 2.899
H 1.236 -2.448 2.867
H -0.262 -0.845 2.686
C -3.566 0.294 0.530
O -2.185 0.237 0.907
H -4.214 0.523 1.375
H -3.757 1.092 -0.188
H -3.921 -0.626 0.067
H -2.224 -0.073 1.819
C 3.024 1.154 0.681
O 1.879 0.602 0.009
H 3.620 1.644 -0.095
H 2.686 1.951 1.340
H 3.624 0.410 1.204
H 2.264 0.137 -0.753
C 0.247 2.792 -1.419
O -0.734 1.806 -1.093
H -0.110 3.454 -2.209
H 0.547 3.448 -0.593
H 1.175 2.365 -1.793
H -1.568 2.183 -1.387
C 0.247 2.074 2.940
O -0.110 1.865 1.565
H 1.153 2.684 2.959
H -0.507 2.632 3.498
H 0.481 1.187 3.521
H -0.223 2.749 1.201
```

As for the orbital gap: 10.550 eV. As for the charge: +1. The calculation puts the HOMO energy at -0.50210 Eh.

Results of the natural (NBO) charge analysis, in e, for atoms 1 through 5: 1.777 0.776 -0.302 -0.272 -0.320

Results for energy above the lowest of the compared OMol25 structures with the same formula, charge and spin: 44.0, 503.9, 493.5, 116.1, 133.6, 0.0 (in kJ/mol, following the order of the records).